[1]
The following is a DFT calculation (ωB97M-V/def2-TZVPD) of C28H41Br33ClNO5SSi2 as an isolated structure.

Geometry as XYZ:
```
112
Properties=species:S:1:pos:R:3:forces:R:3
Br -5.292 5.077 1.575 -0.02 -0.02 -0.01
Br -2.970 -4.977 4.111 0.01 0.01 0.04
Br 5.051 8.459 2.050 -0.02 0.00 0.04
Br 3.681 2.754 0.857 0.07 -0.31 -0.05
Br 0.580 8.880 2.445 -0.04 0.15 0.11
Br -6.440 -6.546 -3.066 -0.46 -1.00 -0.11
Br 0.808 -1.346 4.407 -0.01 0.04 0.04
Br 2.906 9.955 5.583 -0.04 0.00 -0.03
Br 9.846 2.326 6.063 -0.01 -0.01 -0.04
Br 7.435 -7.875 3.165 -0.02 0.02 0.02
Br -4.518 8.168 1.504 0.01 -0.09 0.03
Br 10.529 2.294 2.952 -0.02 -0.01 0.03
Br -1.317 10.620 6.315 0.04 0.02 -0.01
Br 3.163 -3.473 4.110 -0.05 0.12 0.14
Br 5.609 -5.468 2.148 0.03 -0.08 -0.02
Br -3.489 -3.549 6.911 0.02 -0.03 -0.03
Br -6.081 -9.112 -4.954 -0.01 0.03 0.07
Br 3.810 -0.358 3.993 -0.04 -0.03 -0.04
Br 5.354 9.970 7.635 -0.07 -0.03 -0.04
Br -0.764 -5.115 6.402 -0.02 0.01 -0.02
Br 5.389 0.201 -0.081 0.10 0.31 -0.01
Br -1.493 10.418 0.588 0.08 0.09 -0.02
Br 9.112 -0.219 4.298 -0.01 0.04 0.00
Br 6.356 1.931 2.363 0.10 0.04 0.03
Br -4.711 6.638 4.289 0.00 0.00 -0.06
Br 1.173 9.200 -0.669 -0.01 0.01 0.06
Br 5.865 -6.060 5.263 0.00 -0.01 -0.03
Br -0.835 12.229 9.021 0.00 0.00 -0.05
Br 2.949 6.085 1.777 0.04 0.06 -0.06
Br 5.727 5.596 3.273 -0.06 -0.02 -0.15
Br -0.424 13.675 6.212 -0.01 -0.04 0.02
Br 4.366 7.234 6.329 0.00 0.06 0.26
Br -6.114 -9.443 -1.783 0.01 0.02 -0.03
Cl -2.712 2.410 -0.191 0.07 -0.17 -0.24
S -1.283 0.988 -0.549 1.32 -1.33 0.44
Si -1.077 -2.070 -5.248 -0.43 0.43 -0.40
Si 0.319 -3.715 -3.308 -1.79 0.02 0.08
O -0.374 0.996 0.555 -0.16 0.71 0.08
O -0.862 -2.568 -3.669 0.93 -0.04 -0.72
O -1.882 -0.274 -0.853 -0.67 0.47 -0.29
O 3.862 -3.644 -1.267 0.16 0.34 0.06
O 3.306 -3.016 0.800 0.40 0.31 -0.77
N -5.780 -3.156 -2.938 -0.10 -0.03 -0.91
C -2.171 -4.072 5.610 0.05 0.03 -0.02
C 2.812 -3.815 -2.236 -0.45 -0.21 -0.06
C 4.572 9.133 6.091 0.06 0.04 -0.02
C 3.680 -2.712 -0.307 -0.73 -0.50 1.30
C 2.520 -1.734 3.610 -0.03 -0.09 -0.09
C 10.340 1.240 4.552 0.00 -0.02 0.00
C 1.504 -3.087 -1.967 -0.12 -0.06 -0.83
C -3.911 -4.192 -4.253 -0.24 -0.37 -0.10
C -0.396 1.578 -1.988 -0.91 0.48 -0.60
C 5.859 -6.818 3.492 0.00 0.03 -0.05
C -6.780 -8.441 -3.285 0.00 0.12 -0.17
C 4.339 6.857 2.849 -0.01 0.05 -0.02
C -0.314 12.016 7.181 0.03 -0.02 0.00
C -1.106 1.242 -3.313 0.42 0.19 0.04
C -4.926 -3.076 -4.129 0.70 0.57 0.65
C -4.294 6.487 2.417 0.04 0.04 0.04
C 5.428 1.971 0.683 0.00 0.06 0.09
C -0.189 0.501 -4.296 -0.55 -0.37 0.34
C -2.654 -2.733 -6.029 0.34 -0.15 0.14
C -0.180 9.019 0.688 -0.07 -0.11 -0.03
C -7.363 -2.495 -1.530 0.11 0.30 -0.43
C -3.053 -4.136 -5.521 0.13 0.41 0.03
C -6.745 -2.212 -2.727 -0.10 -0.30 0.65
C -1.288 -5.027 -1.466 0.82 -0.64 -0.35
C -1.042 -0.193 -5.391 0.30 0.10 0.58
C -6.753 -3.656 -1.016 -0.07 -0.24 0.27
C -5.789 -4.070 -1.910 -0.20 1.14 0.18
C -0.535 -5.225 -2.609 -1.35 0.87 -0.63
H 11.307 0.811 4.769 0.00 0.01 0.00
H -2.123 -4.661 -5.287 -0.06 -0.30 -0.14
H 2.379 -1.748 2.538 0.04 -0.03 0.02
H -2.002 0.660 -3.102 0.02 -0.11 -0.10
H -4.352 -2.153 -4.000 -0.06 0.10 -0.13
H 0.530 1.206 -4.711 0.06 -0.05 -0.08
H 0.026 -2.590 -6.090 0.17 -0.15 0.17
H 0.573 1.089 -1.912 0.05 0.04 0.23
H 5.011 -7.486 3.436 0.01 0.00 0.01
H 0.724 11.713 7.177 -0.01 0.00 0.01
H -4.429 -5.148 -4.273 0.01 -0.13 0.10
H 5.988 2.603 0.008 0.04 -0.04 0.01
H -0.313 2.658 -1.891 0.35 -0.03 0.33
H -1.719 -3.166 5.230 0.01 -0.01 -0.01
H 2.585 -4.885 -2.259 0.30 -0.09 0.05
H -7.001 -4.127 -0.079 0.05 -0.14 -0.04
H -8.154 -1.899 -1.107 -0.03 -0.12 0.15
H -0.451 -6.204 -3.083 1.87 -0.46 1.28
H -1.402 2.168 -3.806 -0.29 0.03 0.14
H 3.885 7.147 3.785 -0.02 0.00 -0.03
H -0.701 0.124 -6.377 -0.13 -0.20 -0.15
H 1.159 -4.081 -4.466 -0.03 0.01 -0.13
H -2.078 0.134 -5.275 -0.05 0.16 -0.19
H -5.128 -4.908 -1.858 0.40 0.20 0.05
H -2.386 -2.851 -7.084 0.02 0.16 -0.06
H 1.610 -2.006 -2.086 -0.02 0.06 0.24
H 0.370 -0.239 -3.714 0.12 -0.02 -0.12
H -3.455 -1.993 -6.010 -0.12 -0.12 0.08
H -5.527 -2.928 -5.027 -0.18 -0.34 0.02
H -7.851 -8.579 -3.311 0.01 0.00 -0.01
H -3.268 -4.204 -3.372 -0.01 0.17 0.00
H 3.201 -3.547 -3.218 0.11 0.09 0.02
H -3.249 6.222 2.344 0.00 0.00 0.01
H -3.538 -4.683 -6.330 -0.10 -0.02 0.05
H -0.698 8.089 0.498 0.00 0.01 -0.03
H -6.931 -1.404 -3.413 0.15 -0.06 -0.13
H 5.257 9.280 5.266 -0.01 -0.01 0.00
H -2.242 -4.500 -1.483 0.92 1.69 0.45
H -0.902 -5.372 -0.504 -1.22 -1.56 -0.11
H 3.901 -1.657 -0.528 -0.03 -0.39 -0.47
H 1.056 -3.352 -1.012 0.16 0.20 0.18
```
Positions in Å, forces in eV/Å.

Output
LUMO, eV: -0.8
E, eV: -2391937.869
Highest occupied orbital energy, eV: -8.1954
Largest force on an atom, eV Å⁻¹: 2.31



[2]
The following is a DFT calculation (ωB97M-V/def2-TZVPD) of a 4-piece molecular cluster, C28H41ClF11NO9S3 overall.

Geometry as XYZ:
```
94
Properties=species:S:1:pos:R:3:forces:R:3
Cl 1.786 0.893 4.696 -0.85 -0.26 -0.88
S -4.627 2.513 3.515 0.31 0.08 -0.14
S 6.811 -3.789 0.795 -0.02 0.09 -0.02
S -1.076 5.753 -2.637 -0.41 0.32 0.34
F 1.575 -3.663 0.881 -0.31 1.85 -3.05
F -2.422 -0.410 -5.043 2.04 -3.06 0.27
F -2.014 0.859 1.699 2.83 0.81 -2.21
F 3.164 -2.225 -2.124 -1.61 0.10 2.97
F -2.238 -2.481 -6.049 1.28 1.98 2.51
F -3.186 -1.786 -2.903 3.33 -1.29 -1.06
F -1.538 1.483 -0.468 1.46 -0.91 3.30
F 1.349 -4.097 -1.371 -0.20 2.91 2.09
F -2.540 -3.734 -3.941 1.12 2.82 1.13
F -0.368 2.442 1.272 -1.58 -3.28 -1.21
F 3.005 -0.963 -0.185 -1.34 -2.50 -1.17
O -0.128 -1.286 0.811 0.71 0.49 -1.85
O -4.829 1.203 4.091 0.27 0.23 -0.04
O -3.345 3.182 3.546 -0.16 -0.40 0.20
O -0.675 4.713 -3.560 -0.17 0.56 -0.14
O 8.008 -2.985 0.877 -0.44 -0.01 0.12
O -3.091 -1.479 0.294 1.49 -1.93 0.59
O 5.543 -3.348 1.337 0.28 0.21 -0.08
O -2.159 6.665 -2.926 0.25 -0.40 -0.31
O -3.489 -3.671 -0.301 4.30 3.90 1.60
N -0.898 -2.669 -2.666 -1.96 1.38 0.42
C 0.542 -0.656 -2.615 -0.09 2.39 -1.08
C 0.585 6.432 -0.676 0.05 0.09 0.23
C 0.485 0.386 3.443 -0.56 0.00 0.08
C -5.223 2.489 1.834 -0.23 -0.05 -0.45
C 7.354 -5.574 -1.038 0.16 -0.11 -0.07
C 0.375 6.688 -2.169 0.55 0.34 0.07
C -6.695 2.860 1.952 -0.19 -0.06 -0.01
C -0.497 -1.549 -1.757 0.96 1.36 -0.56
C -5.883 3.616 4.154 -0.42 0.40 0.27
C -1.084 -3.295 0.041 0.00 0.53 0.71
C 7.181 -5.425 1.417 0.09 -0.56 0.29
C -6.755 4.008 2.961 -0.14 0.20 -0.12
C 1.397 -2.990 -0.410 0.48 -1.04 0.69
C 6.572 -4.274 -0.905 0.00 -0.12 -0.49
C 1.233 0.361 2.026 0.49 -0.05 0.18
C -1.710 -1.665 -4.952 -2.26 0.08 -1.51
C -0.941 1.176 0.819 -1.44 1.36 -0.17
C -2.058 -2.409 -3.523 -1.46 -1.83 -1.26
C -0.135 0.724 -3.163 -1.77 4.73 -1.96
C 0.244 0.074 0.737 2.08 2.30 1.47
C 7.045 -6.376 0.227 -0.09 -0.24 -0.08
C 0.038 -2.130 -0.344 -2.89 -2.91 -0.11
C -0.615 1.858 -3.626 3.29 -5.73 1.62
C -2.599 -2.784 -0.004 -4.70 -3.52 -1.21
C -1.357 5.011 -1.040 -0.02 -0.32 0.40
C 2.782 -2.272 -0.705 3.82 -0.76 -0.22
C -0.084 -1.029 3.962 -0.25 0.78 1.11
C 0.005 5.051 -0.361 0.18 -0.06 0.09
H -0.335 1.209 3.544 1.61 -1.53 -0.40
H 0.655 4.274 -0.778 -0.11 0.01 0.05
H -0.672 -0.801 4.945 1.08 -0.39 -1.74
H 7.710 -7.237 0.333 -0.09 0.10 0.02
H 1.218 6.324 -2.760 -0.18 -0.02 -0.03
H 0.895 0.417 -0.157 -1.39 -0.92 1.14
H 3.619 -2.953 -0.226 -1.77 1.45 -0.78
H -0.584 -1.581 -5.153 -1.82 0.32 0.35
H -6.359 4.920 2.499 -0.03 -0.10 0.04
H -7.780 4.219 3.274 0.13 0.00 -0.02
H -7.115 3.148 0.985 0.05 -0.06 0.10
H 1.839 1.339 1.832 -1.39 -1.64 0.49
H 6.929 -3.488 -1.571 -0.07 0.07 0.19
H -0.077 4.881 0.714 -0.01 -0.01 -0.16
H -5.062 1.504 1.396 0.16 0.07 0.14
H 6.480 -5.676 2.215 0.11 0.22 -0.02
H -1.370 -0.824 -1.485 1.28 -1.73 -0.55
H -0.915 -3.659 1.138 -0.18 0.98 -1.90
H -0.779 2.869 -4.177 0.10 -2.40 1.53
H 0.904 -1.200 -3.581 -0.60 0.79 1.94
H -6.457 3.073 4.908 0.17 -0.04 -0.08
H 0.806 -1.684 4.278 -1.43 0.75 -0.83
H 7.074 -6.120 -1.942 0.04 0.08 0.08
H 5.503 -4.441 -1.058 0.08 0.04 0.04
H -4.670 3.246 1.273 0.03 -0.09 0.10
H 0.205 7.746 -2.376 -0.08 -0.19 -0.17
H -1.747 4.000 -1.161 -0.01 0.10 -0.14
H -0.100 -3.083 -3.175 -0.86 0.39 0.27
H 1.643 6.496 -0.410 -0.12 0.02 -0.05
H -7.268 2.007 2.329 0.07 0.05 -0.07
H 8.201 -5.415 1.808 -0.12 0.16 -0.04
H 8.427 -5.363 -1.089 -0.11 0.02 -0.04
H -5.404 4.486 4.607 0.08 -0.24 0.03
H -0.836 -1.540 3.260 1.45 0.83 0.80
H 2.047 -0.472 2.100 -1.68 1.30 -0.40
H 6.020 -6.758 0.176 0.10 0.04 0.00
H -2.081 5.632 -0.506 0.04 -0.01 -0.14
H 1.490 -0.314 -2.072 -1.41 -0.59 -0.63
H -3.914 -1.575 0.846 0.95 -0.23 -1.12
H 0.053 7.191 -0.093 0.05 -0.08 -0.06
H -1.011 -4.226 -0.612 -0.33 1.61 0.76
```
Positions in Å, forces in eV/Å.

Output
LUMO, eV: 0.3
Structure (SMILES): C#CC[C@@H](NC(F)(F)C(F)F)[C@](CC(=O)O)(O[C@H](C[C@@H](C)Cl)C(F)(F)F)C(F)(F)C(F)F.O=S1(=O)CCCC1.O=S1(=O)CCCC1.O=S1(=O)CCCC1
E, eV: -124530.219
Highest occupied orbital energy, eV: -9.7304
Largest force on an atom, eV Å⁻¹: 6.80